Entry 1:
{
  "formula": "C16H25NO2",
  "method": "ωB97M-V with the def2-TZVPD basis set",
  "species": ["C", "C", "O", "C", "C", "C", "C", "N", "C", "C", "C", "C", "C", "C", "C", "C", "C", "O", "C", "H", "H", "H", "H", "H", "H", "H", "H", "H", "H", "H", "H", "H", "H", "H", "H", "H", "H", "H", "H", "H", "H", "H", "H", "H"],
  "coordinates": [[-1.930, -3.195, 0.644], [-2.911, -2.723, -0.426], [-3.413, -1.429, -0.177], [-2.617, -0.342, -0.385], [-1.365, -0.357, -0.972], [-0.631, 0.814, -1.157], [0.767, 0.757, -1.728], [1.806, 0.394, -0.772], [1.774, -0.987, -0.338], [3.169, -1.538, -0.030], [3.979, -0.714, 0.968], [4.410, 0.632, 0.383], [3.388, 1.751, 0.581], [1.936, 1.319, 0.338], [-1.191, 2.014, -0.758], [-2.450, 2.054, -0.174], [-3.171, 0.891, 0.027], [-4.410, 0.819, 0.594], [-5.028, 2.015, 0.993], [-1.046, -2.562, 0.669], [-1.625, -4.218, 0.439], [-2.407, -3.156, 1.620], [-3.799, -3.360, -0.418], [-2.456, -2.782, -1.424], [-0.941, -1.288, -1.313], [1.034, 1.736, -2.135], [0.807, 0.031, -2.546], [1.132, -1.115, 0.553], [1.355, -1.597, -1.142], [3.047, -2.554, 0.354], [3.733, -1.600, -0.963], [3.408, -0.562, 1.885], [4.871, -1.289, 1.229], [5.351, 0.947, 0.841], [4.590, 0.501, -0.684], [3.457, 2.140, 1.600], [3.642, 2.566, -0.100], [1.531, 0.870, 1.258], [1.343, 2.215, 0.142], [-0.657, 2.941, -0.910], [-2.857, 3.008, 0.121], [-5.994, 1.724, 1.402], [-5.184, 2.693, 0.146], [-4.449, 2.532, 1.767]],
  "de_lowest_ev": 1.569,
  "e_tot_ha": -829.8706,
  "molar_mass_g_mol": 263.38,
  "smiles": "CCOc1cc(CN2CCCCCC2)ccc1OC",
  "e_homo_ev": -7.874,
  "gap_ev": 8.760
}

***

Entry 2:
{
  "formula": "C39H31BrF6N3NaO5S2Sb",
  "method": "ωB97M-V with the def2-TZVPD basis set",
  "species": ["Na", "Br", "C", "C", "C", "C", "O", "C", "C", "N", "C", "C", "C", "C", "C", "C", "C", "C", "N", "C", "C", "H", "H", "H", "H", "H", "H", "H", "H", "H", "H", "F", "C", "F", "F", "S", "O", "O", "N", "S", "O", "O", "C", "F", "F", "F", "C", "C", "C", "C", "C", "C", "C", "Sb", "C", "C", "C", "C", "C", "C", "C", "C", "C", "C", "C", "C", "C", "C", "H", "H", "H", "H", "H", "H", "H", "H", "H", "H", "H", "H", "H", "H", "H", "H", "H", "H", "H", "H", "H"],
  "coordinates": [[-0.819, -0.836, 2.028], [0.666, 6.026, 4.989], [0.669, 4.334, 4.116], [1.804, 3.510, 4.211], [1.824, 2.289, 3.601], [0.713, 1.791, 2.839], [0.741, 0.647, 2.310], [-0.421, 2.679, 2.735], [-1.594, 2.374, 1.964], [-1.746, 1.390, 1.147], [-2.908, 1.342, 0.370], [-3.624, 2.443, -0.044], [-4.754, 2.318, -0.876], [-5.157, 1.099, -1.333], [-4.429, -0.058, -0.968], [-4.766, -1.346, -1.440], [-4.021, -2.421, -1.058], [-2.935, -2.209, -0.184], [-2.593, -1.034, 0.275], [-3.312, 0.052, -0.111], [-0.417, 3.921, 3.400], [2.664, 3.849, 4.775], [2.694, 1.649, 3.670], [-2.411, 3.095, 2.106], [-3.297, 3.433, 0.243], [-5.290, 3.212, -1.168], [-6.012, 0.999, -1.989], [-5.613, -1.457, -2.108], [-4.244, -3.422, -1.401], [-2.338, -3.053, 0.149], [-1.291, 4.559, 3.327], [-4.200, -3.668, 3.839], [-2.985, -4.183, 3.617], [-2.943, -4.606, 2.348], [-2.827, -5.230, 4.417], [-1.693, -2.869, 3.931], [-2.353, -1.651, 3.533], [-1.320, -3.063, 5.295], [-0.548, -3.084, 2.867], [0.547, -4.236, 2.987], [0.087, -5.397, 3.689], [1.854, -3.711, 3.229], [0.603, -4.745, 1.198], [-0.616, -4.960, 0.691], [1.199, -3.814, 0.446], [1.301, -5.881, 1.090], [2.917, 1.151, -3.355], [2.846, -0.350, -3.397], [3.476, -1.027, -4.438], [3.460, -2.412, -4.522], [2.810, -3.149, -3.548], [2.179, -2.483, -2.504], [2.176, -1.094, -2.415], [1.073, -0.264, -0.749], [2.633, 1.047, -0.049], [2.661, 2.435, -0.100], [3.681, 3.169, 0.488], [4.703, 2.515, 1.150], [4.677, 1.132, 1.237], [3.653, 0.383, 0.664], [3.654, -1.107, 0.889], [-0.390, 0.610, -2.106], [-0.932, -0.452, -2.841], [-1.982, -0.289, -3.727], [-2.537, 0.971, -3.891], [-2.027, 2.028, -3.161], [-0.964, 1.872, -2.269], [-0.495, 3.086, -1.520], [3.327, 1.544, -4.285], [3.543, 1.495, -2.528], [1.926, 1.588, -3.209], [3.990, -0.450, -5.199], [3.958, -2.910, -5.345], [2.793, -4.230, -3.591], [1.681, -3.067, -1.732], [1.871, 2.975, -0.593], [3.662, 4.251, 0.438], [5.504, 3.074, 1.617], [5.458, 0.611, 1.779], [4.563, -1.416, 1.404], [3.604, -1.671, -0.043], [2.809, -1.405, 1.515], [-0.529, -1.453, -2.719], [-2.366, -1.144, -4.269], [-3.369, 1.129, -4.566], [-2.469, 3.013, -3.264], [-1.237, 3.882, -1.577], [0.430, 3.474, -1.952], [-0.315, 2.862, -0.469]],
  "total_charge": -1,
  "de_lowest_ev": 0.039,
  "e_tot_ha": -6417.5401,
  "molar_mass_g_mol": 1024.47,
  "e_homo_ev": -4.847,
  "gap_ev": 6.763
}

***

Entry 3:
{
  "formula": "C5H4N2",
  "method": "ωB97M-V with the def2-TZVPD basis set",
  "species": ["C", "C", "C", "C", "N", "N", "C", "H", "H", "H", "H"],
  "coordinates": [[-2.593, -1.172, -0.245], [-1.488, -0.698, -0.159], [-0.173, -0.146, -0.071], [0.992, -0.511, -0.795], [2.033, 0.230, -0.459], [1.560, 1.069, 0.477], [0.251, 0.886, 0.744], [-3.578, -1.581, -0.324], [1.087, -1.288, -1.544], [2.191, 1.730, 0.902], [-0.281, 1.480, 1.473]],
  "de_lowest_ev": 1.799,
  "e_tot_ha": -302.3622,
  "molar_mass_g_mol": 92.10,
  "smiles": "C#Cc1cn[nH]c1",
  "e_homo_ev": -8.924,
  "gap_ev": 9.861
}

***

Entry 4:
{
  "formula": "C14H20N4O5W",
  "method": "ωB97M-V with the def2-TZVPD basis set",
  "species": ["W", "O", "C", "O", "C", "C", "C", "C", "C", "O", "C", "C", "O", "O", "H", "H", "H", "H", "H", "H", "H", "H", "C", "N", "C", "N", "C", "N", "C", "N", "C", "C", "H", "H", "H", "H", "H", "H", "H", "H", "H", "H", "H", "H"],
  "coordinates": [[-1.062, 0.330, 0.454], [-2.846, 3.356, -0.471], [-1.841, 3.797, -0.777], [-1.794, 1.443, 1.465], [-0.629, 4.400, -1.064], [1.249, 2.208, -0.750], [2.386, 2.434, -1.750], [2.205, 3.676, -2.522], [1.137, 4.599, -3.074], [0.496, 1.188, -0.745], [-0.394, 5.029, -2.450], [-1.372, 4.577, -3.459], [-2.014, 4.337, -4.348], [-2.098, -0.075, -0.860], [-0.016, 4.834, -0.251], [1.345, 2.787, 0.153], [2.169, 1.761, -2.723], [3.355, 2.193, -1.244], [3.193, 3.983, -3.023], [1.669, 5.586, -3.666], [0.958, 4.104, -4.042], [-0.353, 6.112, -2.366], [1.345, -4.812, 2.813], [-0.179, -0.966, 1.375], [-0.975, -1.583, 2.517], [-1.587, -2.827, 2.212], [-1.096, -4.036, 2.796], [0.311, -4.469, 2.128], [0.167, -4.467, 0.613], [-0.340, -3.133, 0.247], [0.594, -2.031, 0.686], [-1.712, -2.966, 0.761], [1.316, -4.854, 3.927], [2.313, -5.012, 2.316], [-1.519, -0.841, 3.080], [-0.173, -1.869, 3.156], [-1.728, -4.921, 2.525], [-0.985, -4.111, 3.847], [-0.507, -5.268, 0.280], [1.131, -4.617, 0.133], [1.239, -1.661, -0.184], [1.369, -2.387, 1.402], [-2.461, -3.741, 0.492], [-2.267, -2.086, 0.390]],
  "total_charge": 4,
  "e_tot_ha": -1205.8849,
  "molar_mass_g_mol": 508.18,
  "e_homo_ev": -19.860,
  "gap_ev": 4.054
}

***

Entry 5:
{
  "formula": "C37H33N6O13Y",
  "method": "ωB97M-V with the def2-TZVPD basis set",
  "species": ["Y", "C", "O", "H", "H", "H", "C", "C", "C", "C", "C", "C", "N", "O", "O", "H", "H", "H", "H", "H", "C", "C", "C", "C", "C", "C", "N", "O", "O", "H", "H", "H", "H", "H", "C", "C", "C", "C", "C", "C", "N", "O", "O", "H", "H", "H", "H", "H", "C", "C", "C", "C", "C", "C", "N", "O", "O", "H", "H", "H", "H", "H", "C", "C", "C", "C", "C", "C", "N", "O", "O", "H", "H", "H", "H", "H", "C", "C", "C", "C", "C", "C", "N", "O", "O", "H", "H", "H", "H", "H"],
  "coordinates": [[-2.968, 5.922, 4.165], [0.439, 1.912, 2.060], [-0.401, 2.874, 2.507], [1.353, 2.408, 1.735], [0.693, 1.165, 2.812], [0.074, 1.345, 1.203], [-3.114, -4.583, 6.499], [-4.024, -5.664, 6.435], [-3.947, -6.563, 5.347], [-2.962, -6.444, 4.338], [-2.081, -5.384, 4.366], [-2.138, -4.470, 5.435], [-2.873, -7.476, 3.299], [-2.169, -7.345, 2.290], [-3.565, -8.454, 3.381], [-3.104, -4.004, 7.411], [-4.677, -5.723, 7.293], [-4.563, -7.450, 5.346], [-1.292, -5.301, 3.632], [-1.518, -3.588, 5.497], [-6.306, -3.104, 0.732], [-5.300, -2.153, 0.589], [-5.582, -0.831, 0.930], [-6.851, -0.506, 1.387], [-7.891, -1.513, 1.389], [-7.613, -2.778, 1.005], [-7.060, 0.789, 2.107], [-6.136, 1.536, 2.259], [-8.161, 0.925, 2.564], [-6.075, -4.140, 0.532], [-4.320, -2.403, 0.212], [-4.820, -0.076, 0.802], [-8.865, -1.216, 1.750], [-8.384, -3.534, 0.990], [-0.909, 5.260, -5.229], [-2.081, 6.002, -5.560], [-2.800, 6.549, -4.481], [-2.278, 6.380, -3.178], [-1.072, 5.731, -2.936], [-0.379, 5.142, -3.956], [-3.101, 6.970, -2.101], [-2.883, 6.637, -0.948], [-3.962, 7.795, -2.322], [-0.342, 4.826, -6.039], [-2.326, 6.170, -6.598], [-3.684, 7.111, -4.743], [-0.767, 5.566, -1.913], [0.568, 4.664, -3.755], [-0.897, -6.135, -4.389], [-1.688, -5.508, -5.324], [-1.883, -4.158, -5.337], [-1.074, -3.372, -4.505], [-0.138, -4.036, -3.645], [-0.073, -5.400, -3.503], [-1.088, -1.883, -4.471], [-2.112, -1.282, -4.980], [-0.251, -1.279, -3.823], [-0.810, -7.209, -4.467], [-2.197, -6.018, -6.129], [-2.558, -3.621, -5.988], [0.515, -3.362, -3.110], [0.626, -5.891, -2.842], [5.526, -2.627, 0.523], [5.391, -1.592, -0.369], [5.625, -1.756, -1.713], [5.886, -2.981, -2.203], [5.847, -4.111, -1.342], [5.729, -3.914, -0.006], [6.056, -3.175, -3.661], [5.404, -4.072, -4.209], [6.725, -2.392, -4.271], [5.366, -2.606, 1.591], [5.367, -0.572, -0.017], [5.692, -0.887, -2.350], [5.923, -5.098, -1.774], [5.629, -4.792, 0.615], [6.566, 8.691, 1.294], [6.018, 7.466, 0.890], [6.181, 6.406, 1.755], [6.933, 6.532, 2.940], [7.436, 7.765, 3.308], [7.278, 8.851, 2.438], [7.161, 5.331, 3.769], [7.912, 5.501, 4.715], [6.519, 4.327, 3.562], [6.518, 9.373, 0.458], [5.703, 7.248, -0.120], [5.715, 5.545, 1.299], [8.026, 7.898, 4.203], [7.712, 9.817, 2.650]],
  "total_charge": 2,
  "e_tot_ha": -2773.0858,
  "molar_mass_g_mol": 858.61,
  "e_homo_ev": -13.013,
  "gap_ev": 1.431
}

***

Entry 6:
{
  "formula": "H10O21S4Zn",
  "method": "ωB97M-V with the def2-TZVPD basis set",
  "species": ["Zn", "S", "O", "O", "O", "O", "S", "O", "O", "O", "O", "S", "O", "O", "O", "O", "S", "O", "O", "O", "O", "O", "H", "H", "O", "H", "H", "O", "H", "H", "O", "H", "H", "O", "H", "H"],
  "coordinates": [[0.468, 0.129, 0.118], [0.424, 2.004, -2.479], [0.567, 3.044, -1.490], [0.542, 0.693, -1.794], [-0.845, 2.175, -3.094], [1.392, 2.068, -3.544], [-2.057, 2.301, 0.457], [-1.881, 3.540, -0.338], [-1.909, 2.645, 1.830], [-3.462, 1.907, 0.228], [-1.138, 1.239, 0.101], [-1.491, -2.586, -0.302], [-2.439, -2.579, 0.824], [-2.231, -2.390, -1.519], [-0.482, -1.491, -0.208], [-0.758, -3.850, -0.283], [0.549, 0.319, 3.446], [1.916, 0.800, 3.732], [-0.429, 1.326, 3.727], [0.386, -0.159, 2.050], [0.418, -0.823, 4.356], [1.926, 1.618, 0.361], [1.536, 2.346, -0.123], [2.717, 1.987, 0.755], [-2.403, 0.338, -2.112], [-2.458, -0.615, -2.036], [-2.082, 0.628, -1.258], [2.345, -1.132, 0.212], [2.325, -1.946, -0.290], [3.130, -1.203, 0.754], [1.099, -2.545, 2.541], [1.749, -3.010, 2.015], [1.018, -1.689, 2.120], [0.492, -1.656, -3.306], [0.422, -0.973, -2.639], [0.643, -2.461, -2.811]],
  "total_charge": -5,
  "e_tot_ha": -4957.5982,
  "spin_multiplicity": 2,
  "molar_mass_g_mol": 539.72,
  "e_homo_ev": [6.468, 6.469],
  "gap_ev": [3.622, 3.621]
}